39
Properties=species:S:1:pos:R:3:forces:R:3:mulliken_charge:R:1 method="wB97M-V/def2-TZVPD" e_homo_ev=-2.64 total_charge=-1 gap_ev=4.5895 e_tot_ev=-23847.893
Ag 1.426 1.821 -1.861 0.3348 1.2541 0.4339 0.638
O 0.227 5.052 -1.853 -0.2135 -1.3869 -0.5363 -0.914
H -0.349 4.706 -2.563 0.1953 0.3335 0.3155 0.118
O 4.194 3.473 -0.194 0.1445 -0.3794 0.0856 -0.988
H 4.919 3.321 0.443 -0.4819 -0.1548 -0.3846 0.120
C 0.788 -2.596 -1.964 -1.1593 0.3770 -0.4193 -1.290
C 1.181 -2.150 -3.381 -0.3742 0.2122 -0.4756 0.324
C 0.143 -1.520 -4.317 -2.1203 -0.1737 0.4639 -0.902
O -0.528 -0.359 -3.806 0.7607 0.2051 0.7014 -0.211
C -1.541 0.151 -4.675 0.4255 -1.0224 0.8840 -0.762
N 2.266 -1.219 -3.208 1.5001 0.3970 -0.0092 -0.561
H 0.522 -1.694 -1.413 0.5361 -0.0394 0.3503 0.276
H 1.586 -3.190 -1.518 0.1511 0.4406 0.1227 0.362
H -0.113 -3.202 -1.873 -0.0723 -0.2462 -0.5588 0.346
H 1.568 -3.021 -3.910 -0.3574 -0.3685 -0.3524 0.278
H -0.637 -2.262 -4.489 -0.2698 -0.4860 0.1162 0.399
H 0.457 -1.313 -5.340 0.9675 0.1648 -0.0075 0.439
H -1.056 0.298 -5.640 -0.6313 0.2983 -0.3094 0.296
H -2.023 1.027 -4.241 0.7678 0.3387 -0.0723 0.266
H -2.358 -0.571 -4.665 -0.0760 -0.3723 -0.7492 0.299
H 3.065 -1.813 -3.034 0.4756 0.1205 0.9923 0.241
H 2.589 -0.853 -4.092 -0.5302 0.5053 -0.5008 0.226
C -1.252 2.223 4.391 -0.0311 0.2305 1.5240 -1.425
C -0.414 1.318 3.545 -0.0300 -0.1798 0.1448 0.507
C -0.336 -0.110 4.059 0.1066 -0.4411 0.1644 -0.854
O -1.602 -0.774 4.277 -0.1237 2.4001 0.2491 -0.344
C -1.450 -2.049 4.776 -0.1255 -1.0310 -1.0530 -0.746
N -0.835 1.339 2.197 -1.0132 -0.2058 -2.0893 -0.601
H -0.778 2.336 5.366 -0.0096 -0.0690 0.3280 0.349
H -2.243 1.807 4.573 -0.1355 0.1734 -0.2298 0.310
H -1.285 3.244 4.011 -0.2055 -0.1487 -0.3600 0.411
H 0.593 1.736 3.534 0.3740 -0.3142 0.3173 0.214
H 0.264 -0.029 4.966 -0.1883 -0.4574 0.5203 0.404
H 0.206 -0.757 3.370 0.3417 0.2039 -0.2839 0.420
H -2.407 -2.536 4.966 -0.3120 0.6546 0.6342 0.269
H -0.778 -2.095 5.632 0.0552 -0.2189 0.0231 0.295
H -1.146 -2.653 3.920 1.0590 -0.5610 0.1569 0.299
H -1.589 0.690 2.028 -0.0699 -0.4172 0.1260 0.256
H -1.274 2.224 1.986 0.3348 0.3643 -0.2626 0.236

***

83
Properties=species:S:1:pos:R:3:forces:R:3:mulliken_charge:R:1 method="wB97M-V/def2-TZVPD" e_homo_ev=-8.73 smiles="CC(=O)OCCCB(I)[PH2]=N.c1ccccc1.c1ccccc1.c1ccccc1.c1ccccc1.c1ccccc1" gap_ev=8.0270 e_tot_ev=-60626.201
C 3.185 -0.423 -3.434 0.1629 -0.0291 -0.1222 -0.778
C 3.475 0.678 -2.442 0.0447 -0.0817 0.3374 0.701
O 4.075 0.504 -1.413 -0.3064 0.1012 -0.3418 -0.549
O 2.971 1.913 -2.712 0.2329 -0.1059 -0.0914 -0.355
C 2.974 2.378 -4.071 0.0193 0.1489 -0.2599 -0.689
C 1.657 2.169 -4.844 0.0409 0.0848 0.0492 -0.744
C 0.408 2.128 -3.949 0.0077 0.1554 -0.2240 -0.475
B -0.741 1.136 -4.251 -0.0199 -0.0061 0.0580 0.127
I -0.736 -0.345 -5.755 0.0202 0.0508 0.0262 -0.014
P -2.345 1.136 -3.143 0.0524 -0.6231 0.2240 0.044
N -2.770 -0.268 -2.556 -0.1131 0.3898 -0.3268 -0.513
H 3.922 -0.400 -4.248 -0.1314 -0.0104 0.1553 0.300
H 3.272 -1.380 -2.917 -0.0058 0.1314 -0.0936 0.290
H 2.194 -0.323 -3.880 0.0734 -0.0178 0.0801 0.097
H 3.206 3.444 -3.994 -0.0742 -0.1713 0.1074 0.404
H 3.805 1.907 -4.611 -0.1369 0.1249 0.0549 0.389
H 1.564 3.010 -5.542 0.0546 -0.2227 0.0508 0.426
H 1.728 1.271 -5.467 -0.0668 0.0534 0.1830 0.303
H 0.686 1.957 -2.897 -0.0472 -0.0074 -0.0770 0.417
H -0.081 3.120 -3.923 0.1226 -0.1234 0.1239 0.366
H -3.279 1.833 -3.941 0.0429 0.1757 -0.0007 0.059
H -2.024 2.089 -2.152 -0.0532 0.1626 -0.0525 0.066
H -3.696 -0.530 -2.878 0.0686 -0.1351 0.1405 0.117
C -5.448 -2.576 0.411 0.0094 0.0176 0.0412 -0.500
C -6.693 -3.172 0.565 -0.0034 0.0032 -0.0112 -0.471
C -7.437 -3.522 -0.554 -0.0003 -0.0042 -0.0004 -0.323
C -6.935 -3.277 -1.824 0.0002 -0.0040 -0.0034 -0.461
C -5.689 -2.682 -1.975 0.0030 -0.0008 -0.0016 -0.262
C -4.944 -2.328 -0.859 0.0378 -0.0359 0.0118 -0.444
H -4.866 -2.305 1.283 -0.0146 0.0107 0.0023 0.500
H -7.083 -3.364 1.556 -0.0002 0.0012 0.0051 0.363
H -8.408 -3.987 -0.435 -0.0039 -0.0009 -0.0002 0.356
H -7.513 -3.553 -2.697 -0.0027 0.0021 -0.0030 0.352
H -5.295 -2.501 -2.968 0.0017 -0.0068 -0.0065 0.376
H -3.974 -1.863 -0.979 -0.0058 0.0123 0.0026 0.535
C -1.723 -2.176 4.846 0.0172 0.0072 0.0156 -0.473
C -1.241 -2.031 3.552 -0.0052 0.0138 0.0017 -0.328
C -1.771 -2.799 2.524 -0.0046 0.0077 -0.0143 -0.438
C -2.781 -3.713 2.792 -0.0152 -0.0085 -0.0249 -0.498
C -3.263 -3.858 4.087 -0.0050 0.0057 0.0016 -0.376
C -2.733 -3.089 5.114 -0.0085 0.0077 0.0030 -0.445
H -1.315 -1.572 5.647 0.0140 -0.0138 0.0080 0.499
H -0.455 -1.317 3.343 0.0051 0.0012 -0.0017 0.382
H -1.401 -2.683 1.514 0.0020 -0.0009 -0.0055 0.420
H -3.199 -4.307 1.989 0.0067 -0.0103 0.0019 0.492
H -4.052 -4.569 4.294 -0.0006 -0.0062 0.0002 0.384
H -3.111 -3.198 6.123 0.0031 -0.0027 0.0050 0.379
C -4.833 1.439 5.819 0.0040 0.0094 0.0161 -0.564
C -3.580 0.932 5.503 -0.0213 -0.0143 -0.0297 -0.027
C -2.445 1.696 5.734 0.0077 -0.0056 0.0013 -0.336
C -2.561 2.966 6.281 0.0039 -0.0014 0.0039 -0.401
C -3.814 3.473 6.597 -0.0013 0.0039 -0.0013 -0.408
C -4.950 2.710 6.366 -0.0022 -0.0029 0.0022 -0.330
H -5.719 0.843 5.638 -0.0031 -0.0006 -0.0068 0.364
H -3.488 -0.057 5.073 -0.0058 -0.0020 -0.0057 0.289
H -1.468 1.301 5.484 0.0026 -0.0019 -0.0040 0.348
H -1.676 3.562 6.461 0.0028 0.0027 -0.0006 0.357
H -3.906 4.464 7.024 -0.0004 0.0034 0.0030 0.354
H -5.927 3.105 6.612 -0.0032 0.0022 0.0011 0.359
C 4.433 -4.603 0.867 -0.0074 0.0016 0.0026 -0.336
C 4.396 -3.246 0.575 -0.0080 -0.0058 0.0028 -0.578
C 4.805 -2.790 -0.671 0.0063 -0.0020 -0.0406 -0.256
C 5.251 -3.696 -1.624 -0.0090 -0.0029 0.0015 -0.449
C 5.289 -5.054 -1.334 0.0006 -0.0002 -0.0062 -0.348
C 4.879 -5.507 -0.088 0.0001 -0.0035 0.0008 -0.406
H 4.112 -4.957 1.838 0.0001 0.0000 0.0036 0.370
H 4.048 -2.541 1.318 -0.0004 0.0047 0.0025 0.398
H 4.773 -1.732 -0.898 0.0068 0.0084 0.0398 0.529
H 5.573 -3.344 -2.596 0.0101 0.0013 -0.0005 0.369
H 5.638 -5.758 -2.078 0.0001 -0.0019 -0.0033 0.361
H 4.908 -6.565 0.140 -0.0002 -0.0037 0.0011 0.355
C 5.355 6.928 -1.427 -0.0040 0.0003 -0.0016 -0.384
C 5.898 6.454 -2.613 -0.0015 0.0036 -0.0030 -0.358
C 5.889 5.092 -2.883 -0.0103 -0.0073 -0.0007 -0.418
C 5.336 4.205 -1.969 0.0228 -0.0118 -0.0502 -0.253
C 4.792 4.680 -0.784 -0.0301 -0.0020 0.0194 -0.498
C 4.802 6.041 -0.513 0.0003 -0.0002 -0.0052 -0.387
H 5.364 7.990 -1.215 0.0013 0.0034 0.0012 0.361
H 6.332 7.145 -3.325 -0.0007 0.0017 -0.0036 0.364
H 6.315 4.721 -3.807 0.0131 0.0011 0.0008 0.372
H 5.324 3.143 -2.174 0.0094 -0.0058 0.0351 0.418
H 4.360 3.986 -0.075 -0.0002 -0.0135 -0.0069 0.399
H 4.380 6.412 0.412 -0.0013 0.0012 0.0031 0.366